(1)
21
Properties=species:S:1:pos:R:3 method="wB97M-V/def2-TZVPD" max_force_ev_per_a=7.4 relative_energy_kcal_mol=94.8 e_tot_ha=-403.425535 smiles=C[C@H](NCO)[C@@H](C)O
C -0.934 -0.220 -2.036
C -0.498 -0.248 -0.652
C 1.215 0.075 -0.537
C 1.874 0.544 0.762
O 1.864 -1.139 -1.008
N -1.101 0.725 0.245
C -1.329 0.355 1.713
O -2.142 -0.848 1.597
H -0.199 -0.599 -2.760
H -1.020 0.785 -2.296
H -1.817 -0.992 -2.074
H -0.429 -1.271 -0.359
H 1.345 0.927 -1.370
H 1.305 0.219 1.651
H 1.945 1.499 0.686
H 2.786 -0.055 0.974
H 2.765 -1.023 -0.958
H -1.748 1.426 -0.229
H -0.365 0.035 1.976
H -1.667 1.180 2.383
H -1.849 -1.372 2.291

=====

(2)
31
Properties=species:S:1:pos:R:3 method="wB97M-V/def2-TZVPD" max_force_ev_per_a=3.1 relative_energy_kcal_mol=1.9 e_tot_ha=-2192.348920
O 4.332 -0.083 0.782
O 1.605 -2.590 2.342
Cl -3.826 -2.353 -2.221
Cl -4.109 2.820 -0.459
N 0.324 0.331 -1.339
O -0.383 -1.947 1.426
O -5.240 0.206 -1.270
S 0.245 0.884 1.287
C 3.119 0.070 0.883
C 0.787 -1.715 2.056
C 1.015 0.474 -0.235
C -1.699 -0.825 -1.652
C -1.813 1.502 -0.958
C -3.089 -0.860 -1.676
C -3.180 1.422 -0.888
C -1.074 0.359 -1.319
C -3.856 0.246 -1.255
N 2.383 0.223 -0.282
C 3.117 0.268 -1.564
C 2.574 0.104 2.323
C 1.090 -0.279 2.423
H -0.826 -1.086 1.383
H -5.663 0.887 -0.692
H -1.072 -1.693 -1.907
H -1.267 2.417 -0.673
H 3.497 -0.745 -1.795
H 3.920 1.008 -1.406
H 2.483 0.580 -2.390
H 2.750 1.087 2.758
H 3.175 -0.616 2.906
H 0.681 -0.098 3.415

=====

(3)
59
Properties=species:S:1:pos:R:3 method="wB97M-V/def2-TZVPD" max_force_ev_per_a=0.2 relative_energy_kcal_mol=7.5 e_tot_ha=-1954.390621 smiles="CCCCCCNC(=O)[C@H](c1cc(C)cc(Cl)c1)N1CCC[S@@](=N)(=O)CC1"
C -2.930 6.811 -1.407
C -1.428 6.565 -1.357
C -1.079 5.091 -1.208
C 0.430 4.865 -1.153
C 0.909 3.405 -0.980
C -0.179 2.396 -0.647
N 0.404 1.072 -0.514
C -0.245 0.064 0.113
O -1.299 0.216 0.700
C 0.472 -1.292 0.020
C -0.154 -2.034 -1.148
C -1.487 -2.415 -1.079
C -2.094 -3.077 -2.140
C -3.537 -3.491 -2.049
C -1.345 -3.353 -3.280
C -0.018 -2.968 -3.341
Cl 0.909 -3.320 -4.769
C 0.590 -2.311 -2.285
N 0.350 -2.042 1.258
C 1.021 -3.336 1.122
C 1.183 -4.125 2.426
C 2.542 -3.933 3.090
S 2.791 -2.372 3.915
N 1.817 -2.317 5.084
O 4.219 -2.194 4.091
C 2.237 -1.177 2.716
C 0.729 -1.278 2.438
H -3.159 7.872 -1.513
H -3.384 6.286 -2.250
H -3.415 6.454 -0.496
H -0.960 6.956 -2.266
H -0.991 7.125 -0.524
H -1.551 4.705 -0.299
H -1.518 4.538 -2.044
H 0.880 5.287 -2.055
H 0.820 5.462 -0.324
H 1.396 3.076 -1.905
H 1.675 3.355 -0.203
H -0.673 2.632 0.296
H -0.957 2.389 -1.415
H 1.253 0.872 -1.015
H 1.534 -1.106 -0.235
H -2.049 -2.178 -0.184
H -3.902 -3.873 -3.001
H -3.669 -4.271 -1.297
H -4.163 -2.647 -1.755
H -1.793 -3.865 -4.122
H 1.634 -2.031 -2.353
H 0.447 -3.932 0.412
H 2.023 -3.216 0.665
H 0.379 -3.912 3.131
H 1.099 -5.186 2.186
H 2.695 -4.639 3.908
H 3.360 -4.036 2.375
H 2.279 -2.092 5.957
H 2.483 -0.244 3.228
H 2.864 -1.259 1.826
H 0.310 -0.280 2.333
H 0.247 -1.691 3.323

=====

(4)
142
Properties=species:S:1:pos:R:3 method="wB97M-V/def2-TZVPD" max_force_ev_per_a=0.3 relative_energy_kcal_mol=0.0 e_tot_ha=-6007.379947 charge=-1
Rb -0.566 0.022 2.131
C -2.050 -1.632 4.393
C -3.123 -0.828 3.952
C -2.834 0.511 4.301
C -1.592 0.529 4.973
C -1.106 -0.796 5.027
C 0.189 -1.267 5.626
C -0.904 1.766 5.477
C -3.701 1.713 4.060
C -4.413 -1.344 3.383
C -1.950 -3.125 4.265
H 0.637 -2.069 5.028
H 0.072 -1.665 6.642
H 0.928 -0.462 5.691
H -0.866 2.557 4.716
H 0.129 1.560 5.768
H -1.398 2.203 6.353
H -3.106 2.594 3.790
H -4.293 2.002 4.939
H -4.412 1.544 3.245
H -4.256 -2.077 2.586
H -5.018 -0.537 2.962
H -5.031 -1.838 4.142
H -0.958 -3.444 3.928
H -2.671 -3.508 3.537
H -2.148 -3.647 5.210
C 1.725 3.176 -4.039
C 1.186 1.816 -3.589
C 1.222 0.843 -4.767
C -0.277 2.014 -3.167
P 2.063 1.258 -2.014
C 1.895 -0.606 -2.063
N 0.559 -1.152 -2.134
B -0.529 -1.004 -1.126
N -1.514 -1.950 -1.691
C -2.765 -2.364 -1.099
P -4.281 -1.896 -2.097
C -4.601 -0.135 -1.487
C -6.057 0.266 -1.732
C -4.237 0.162 -0.032
C -3.708 0.736 -2.383
C -5.559 -3.070 -1.344
C -5.085 -4.491 -1.695
C -5.763 -2.975 0.165
C -6.902 -2.883 -2.063
C -1.028 -2.619 -2.799
C -1.582 -3.633 -3.563
C -0.834 -4.170 -4.611
C 0.443 -3.702 -4.879
C 1.008 -2.684 -4.109
C 0.269 -2.138 -3.069
C 3.941 1.343 -2.314
C 4.494 0.741 -3.607
C 4.568 0.608 -1.117
C 4.396 2.805 -2.230
H 1.026 3.613 -4.759
H 2.693 3.090 -4.535
H 1.820 3.876 -3.204
H 0.721 1.302 -5.626
H 0.695 -0.081 -4.540
H 2.237 0.593 -5.074
H -0.862 2.359 -4.026
H -0.355 2.759 -2.371
H -0.707 1.085 -2.795
H 2.390 -0.962 -1.156
H 2.480 -0.980 -2.904
H -2.808 -1.952 -0.092
H -2.772 -3.453 -0.995
H -6.728 -0.169 -0.990
H -6.400 -0.023 -2.728
H -6.143 1.355 -1.651
H -4.709 -0.514 0.678
H -4.566 1.178 0.215
H -3.156 0.117 0.117
H -3.940 0.599 -3.441
H -2.656 0.496 -2.223
H -3.860 1.792 -2.130
H -4.206 -4.797 -1.128
H -4.857 -4.582 -2.759
H -5.885 -5.199 -1.461
H -4.823 -3.077 0.709
H -6.429 -3.778 0.502
H -6.220 -2.029 0.456
H -6.773 -2.924 -3.147
H -7.386 -1.943 -1.814
H -7.581 -3.691 -1.772
H -2.580 -3.998 -3.358
H -1.256 -4.963 -5.217
H 1.015 -4.131 -5.693
H 2.010 -2.339 -4.333
H 4.196 -0.298 -3.751
H 5.589 0.763 -3.577
H 4.179 1.310 -4.482
H 4.458 -0.473 -1.197
H 4.118 0.922 -0.170
H 5.640 0.829 -1.070
H 4.166 3.368 -3.133
H 5.482 2.841 -2.083
H 3.907 3.308 -1.396
C -2.084 3.111 0.704
O -0.831 2.860 1.324
C 0.238 3.560 0.897
C 0.185 4.621 0.018
C 1.366 5.280 -0.326
Br 1.272 6.754 -1.518
C 2.578 4.891 0.171
C 2.645 3.792 1.042
C 1.478 3.132 1.421
O 1.461 2.081 2.249
C 3.928 3.253 1.483
N 4.056 2.260 2.334
C 5.411 1.982 2.396
C 6.095 1.006 3.114
C 7.467 0.938 2.958
C 8.151 1.822 2.112
C 7.485 2.801 1.398
C 6.106 2.860 1.557
N 5.138 3.682 1.012
H -2.405 4.142 0.879
H -2.789 2.433 1.174
H -2.032 2.902 -0.367
H -0.754 4.947 -0.402
H 3.470 5.434 -0.111
H 2.397 1.889 2.515
H 5.561 0.323 3.761
H 8.027 0.186 3.497
H 9.225 1.734 2.014
H 8.014 3.482 0.743
H 5.268 4.310 0.240
C 3.183 -3.759 2.764
P 1.804 -2.800 2.005
C 1.848 -3.493 0.306
C 2.707 -1.221 1.699
H 4.091 -3.708 2.156
H 2.888 -4.804 2.873
H 3.398 -3.368 3.760
H 2.858 -3.482 -0.114
H 1.185 -2.904 -0.331
H 1.480 -4.520 0.316
H 3.678 -1.394 1.225
H 2.869 -0.693 2.642
H 2.113 -0.580 1.041

=====

(5)
13
Properties=species:S:1:pos:R:3 method="wB97M-V/def2-TZVPD" max_force_ev_per_a=1.8 relative_energy_kcal_mol=48.9 e_tot_ha=-286.553793 smiles="O=CNC1CC1"
O 2.093 -1.977 -0.254
C 1.686 -0.878 -0.567
N 1.205 0.051 0.325
C -0.001 0.792 0.007
C -1.264 0.505 0.848
C -1.197 -0.042 -0.541
H 1.686 -0.500 -1.617
H 1.516 -0.095 1.278
H 0.427 1.756 -0.288
H -1.059 -0.154 1.684
H -2.113 1.181 1.058
H -2.008 0.256 -1.228
H -0.941 -1.090 -0.673

=====

(6)
9
Properties=species:S:1:pos:R:3 method="wB97M-V/def2-TZVPD" max_force_ev_per_a=3.0 relative_energy_kcal_mol=85.2 e_tot_ha=-209.086597
C -1.330 0.370 0.077
C 0.468 -0.196 -0.544
O 0.090 1.007 -0.087
N 1.604 -0.591 -0.027
H -1.669 0.981 0.893
H -1.461 -0.694 0.361
H -1.868 0.545 -0.848
H 2.177 0.045 0.505
H 1.988 -1.466 -0.332